Formula: C24H66K2NO23S6
Source: the OMol25 dataset
Level of theory: ωB97M-V/def2-TZVPD

Results
Orbital gap   7.16 eV
Spin multiplicity   1
Charge   +1
Molecular weight   1007.4 g/mol
Largest force on an atom   2.45 eV/A

Geometry (Å):
K1 0.901283 1.802165 4.206683
K2 -2.872520 2.810652 2.713419
C1 -1.895464 0.205468 0.343902
C2 -0.636628 0.366462 1.218828
C3 0.524292 -0.088299 0.309634
O1 -0.404168 1.671512 1.628085
H1 -2.810050 0.604718 0.797372
H2 -2.051883 -0.874907 0.260255
H3 -1.746649 0.572989 -0.668144
H4 -0.616111 -0.334113 2.073664
H5 0.494102 -1.133990 -0.007533
H6 1.513093 0.060471 0.764974
H7 0.630467 0.606440 -0.532322
C4 -1.117585 3.750400 -1.311707
O2 -1.652115 3.508046 -0.024759
H8 -0.119452 4.197810 -1.321563
H9 -1.077112 2.796428 -1.852059
H10 -1.757229 4.384525 -1.924346
H11 -1.092976 2.807987 0.400239
C5 0.542132 -3.746093 -1.170141
O3 1.652875 -2.911906 -1.469762
H12 -0.035143 -4.045511 -2.052897
H13 0.903627 -4.722521 -0.811710
H14 -0.134330 -3.333612 -0.425584
H15 1.978315 -3.300325 -2.289154
O4 4.213643 3.902457 0.973386
S1 3.087099 4.177863 1.809151
O5 2.871502 3.447920 3.037111
O6 3.137087 5.748405 2.185191
C6 2.160871 6.249212 3.089648
C7 2.260084 7.773805 3.081889
C8 1.646788 4.149818 0.756036
H16 2.369687 5.952351 4.118833
H17 1.149161 5.958251 2.799807
H18 1.735256 8.250018 3.910663
H19 1.815813 8.205242 2.184796
H20 3.309177 8.052876 3.170555
H21 0.752649 4.198849 1.371108
H22 1.695246 3.193232 0.235739
H23 1.649739 4.932107 0.002916
O7 7.219097 -0.580643 -1.888987
S2 5.869639 -1.087169 -1.862311
O8 5.462037 -2.064571 -0.875842
O9 4.844953 0.181162 -1.882808
C9 3.410292 0.046438 -1.835337
C10 2.804576 1.248419 -2.489541
C11 5.547211 -1.739174 -3.521220
H24 3.114378 -0.033688 -0.789205
H25 3.075966 -0.853974 -2.353437
H26 1.715391 1.187693 -2.545512
H27 3.085455 1.375315 -3.537793
H28 3.072996 2.187679 -2.001792
H29 6.295327 -2.509065 -3.677291
H30 5.609435 -0.912374 -4.218736
H31 4.538243 -2.127900 -3.398339
O10 3.592761 -2.641893 4.095560
S3 3.516198 -1.601335 3.106055
O11 2.598864 -0.491923 3.308032
O12 5.029631 -1.013506 2.917652
C12 5.262472 0.063569 1.999083
C13 5.614666 1.317621 2.804058
C14 3.236357 -2.322549 1.463844
H32 4.371604 0.330273 1.419273
H33 6.046297 -0.234675 1.306425
H34 5.972801 2.110592 2.152225
H35 6.349351 0.996551 3.542862
H36 4.723101 1.652720 3.331763
H37 3.129951 -1.538309 0.723892
H38 2.347650 -2.944170 1.552413
H39 4.052901 -2.995925 1.216194
O13 -3.391792 -3.800380 -0.802976
S4 -4.258503 -2.685085 -0.650942
O14 -4.009718 -1.473471 -1.390373
O15 -5.737574 -3.237481 -0.968228
C15 -6.762388 -2.267210 -1.218420
C16 -6.957542 -1.902715 -2.670276
C17 -4.458566 -2.278062 1.106985
H40 -6.640958 -1.394596 -0.566005
H41 -7.699668 -2.685131 -0.842615
H42 -7.804399 -1.229349 -2.761482
H43 -7.133776 -2.837541 -3.207566
H44 -6.026084 -1.528964 -3.092846
H45 -3.493435 -2.513945 1.550088
H46 -5.306878 -2.793063 1.545143
H47 -4.639868 -1.208401 1.208562
O16 -2.120937 2.718631 -3.926515
S5 -3.416602 2.123423 -4.041958
O17 -4.456315 2.614942 -4.897121
O18 -3.094780 0.626921 -4.486480
C18 -4.147590 -0.311806 -4.630847
C19 -4.239018 -0.739807 -6.098300
C20 -4.151700 1.886990 -2.364649
H48 -5.119211 0.022524 -4.262606
H49 -3.875389 -1.190193 -4.036538
H50 -3.222538 -1.031117 -6.367341
H51 -4.720443 0.034349 -6.688098
H52 -4.786122 -1.677403 -6.223734
H53 -3.588337 1.257706 -1.680008
H54 -5.116025 1.399990 -2.501062
H55 -4.297728 2.882792 -1.952032
O19 -1.652028 -3.532460 6.658377
S6 -0.238193 -3.332665 6.439924
O20 0.745859 -3.878348 7.313882
O21 0.065819 -3.867448 4.960810
C21 -0.890887 -3.561381 3.965693
C22 -0.296935 -3.593903 2.570667
C23 0.123784 -1.563192 6.176910
H56 -1.447266 -2.620836 4.049254
H57 -1.683924 -4.313554 4.010077
H58 0.048880 -4.605821 2.357182
H59 0.541403 -2.894197 2.512508
H60 -0.976479 -3.275833 1.780675
H61 -0.148454 -0.983722 7.055760
H62 -0.472926 -1.215408 5.334061
H63 1.184487 -1.505478 5.938800
C24 -0.992804 -0.804097 -2.858016
N1 -0.297728 -1.207194 -4.106241
O22 -0.516724 -2.319838 -4.538613
O23 0.392510 -0.381870 -4.667296
H64 -2.020424 -1.131081 -2.915899
H65 -0.819059 0.257981 -2.716156
H66 -0.459227 -1.304643 -2.047558

Atomic forces in eV per Å
K 0.6 -0.3 -0.8
K 0.4 0.0 -0.8
C 0.2 -1.1 1.0
C 1.0 0.4 -1.1
C 0.9 0.4 0.2
O -0.8 0.7 1.0
H 0.0 0.2 -0.1
H -0.2 0.0 -0.2
H -0.1 0.4 0.1
H -0.5 -0.1 0.1
H -0.2 0.1 -0.2
H -0.3 -0.2 0.6
H -0.6 -0.3 -0.3
C 0.0 -0.7 -0.8
O 0.0 0.2 0.7
H 0.0 0.0 0.3
H 0.2 0.2 0.0
H -0.2 0.1 0.4
H 0.0 0.0 0.2
C -0.1 -1.6 -0.1
O -0.5 0.1 -0.3
H -0.1 0.6 -0.1
H 0.0 0.3 0.4
H 0.2 0.4 0.0
H 0.4 0.3 0.0
O -0.3 0.1 0.8
S -0.1 1.3 -0.9
O -0.4 -0.1 -0.2
O 0.4 -1.1 -0.4
C -0.4 1.3 0.9
C 0.0 0.1 -0.3
C 0.0 -0.6 0.3
H 0.1 -0.6 -0.2
H 0.1 -0.3 0.0
H -0.1 -0.4 0.2
H 0.3 -0.1 -0.2
H 0.0 0.1 -0.2
H -0.1 -0.1 -0.1
H -0.2 -0.1 0.2
H 0.4 0.2 0.3
O -1.4 0.1 0.6
S 0.2 -0.1 -1.3
O 0.0 0.9 -0.4
O 1.3 -0.4 0.2
C 0.0 -0.5 0.1
C -0.3 0.9 -0.6
C -0.2 0.3 1.6
H 0.0 0.0 0.0
H 0.1 -0.1 0.1
H 0.0 -0.2 0.3
H 0.3 -0.3 0.1
H 0.0 -0.1 0.2
H -0.1 -0.1 -0.2
H 0.0 -0.1 -0.1
H 0.0 -0.3 -0.6
O -0.1 1.0 -0.7
S 1.5 -0.3 -0.9
O 0.1 -0.2 0.0
O -1.6 -1.0 0.6
C -0.3 1.5 -0.2
C 0.0 -1.0 0.1
C -0.1 -0.1 0.9
H -0.1 -0.5 -0.1
H 0.0 -0.2 0.2
H 0.1 0.0 0.1
H 0.2 0.4 0.0
H 0.0 0.1 0.0
H 0.0 -0.1 0.0
H -0.2 0.3 -0.1
H 0.3 0.3 0.1
O 0.1 0.0 0.2
S -1.3 0.1 0.3
O -0.2 -0.3 0.2
O 0.9 0.2 -0.3
C -1.2 0.7 0.7
C 0.9 -1.0 0.1
C 0.3 0.5 -0.6
H 0.5 0.1 -0.2
H 0.2 -0.5 0.0
H 0.1 0.1 -0.2
H -0.4 0.1 -0.1
H -0.2 0.5 0.1
H -0.2 -0.2 0.3
H 0.2 -0.4 -0.1
H 0.1 0.0 -0.2
O -0.6 0.1 -0.2
S -0.4 -1.1 0.7
O 0.4 0.2 0.5
O 0.3 0.8 0.5
C -0.8 -1.5 -0.8
C 0.2 -0.4 0.8
C -0.1 0.1 -0.8
H 0.2 0.5 0.0
H 0.1 0.2 0.1
H 0.0 0.6 -0.6
H 0.4 0.0 -0.3
H -0.3 0.2 0.3
H 0.5 0.1 -0.3
H -0.1 0.2 -0.2
H 0.0 0.0 0.0
O 1.0 0.5 0.1
S -0.7 0.3 -0.3
O -0.4 0.2 -0.5
O 0.7 0.5 0.5
C -1.9 -0.5 -1.5
C 1.0 -0.1 0.3
C -0.2 -0.6 0.0
H 0.5 0.2 0.8
H 0.1 -0.1 0.2
H 0.1 0.1 -0.2
H 0.1 -0.1 0.1
H -0.4 -0.1 0.3
H 0.1 -0.2 0.2
H 0.0 -0.1 0.0
H 0.0 0.0 0.1
C 0.9 -0.1 0.5
N -0.4 0.4 -0.7
O 0.0 -0.3 0.3
O 0.3 0.0 0.3
H -0.1 0.1 0.1
H -0.4 0.1 -0.3
H -0.2 -0.2 -0.1